(1)
24
Properties=species:S:1:pos:R:3 method="wB97M-V/def2-TZVPD" smiles="C[C@@]12CN1NC(=O)C=C[C@@H]2CO" molar_mass_g_mol=168.20
O -2.36 -3.40 -1.14
N -2.26 -1.27 -0.28
C 1.59 0.76 -0.70
C -0.77 1.83 0.61
C 0.62 -1.55 -0.96
H 2.77 0.50 -2.33
H -1.78 2.03 1.05
H -3.21 -1.54 -0.14
H -0.64 2.48 -0.27
C -0.61 0.31 0.34
C -0.16 -2.59 -0.80
H 1.37 1.75 -1.12
H 1.66 -1.70 -1.05
H -0.07 2.15 1.41
H -0.35 0.26 -1.66
N -1.79 -0.44 0.65
H -0.70 -0.13 2.46
H 0.14 -3.61 -0.88
H 0.00 -1.53 1.63
C 0.26 -0.07 -0.85
O 2.66 0.19 -1.38
C -0.59 -0.59 1.52
C -1.65 -2.47 -0.81
H 1.87 0.79 0.33

---

(2)
24
Properties=species:S:1:pos:R:3 method="wB97M-V/def2-TZVPD" smiles="CCn1oc2c(c1=O)CNCC2" molar_mass_g_mol=168.20
H -0.88 -2.85 1.13
H -2.87 -0.60 1.48
H 0.60 -2.44 1.83
H 0.42 0.47 -3.18
C 1.88 1.96 -2.67
C -0.10 -1.00 0.38
N 0.95 0.22 -1.06
H -0.56 -1.22 3.59
H -2.42 0.08 3.08
H 1.94 2.07 -3.70
H -0.85 1.53 2.08
H 3.00 2.10 -2.39
N -1.19 -1.41 2.60
C -2.07 -0.26 2.16
H -2.18 1.57 1.20
O -0.02 1.01 -0.47
C 1.20 0.49 -2.48
C 0.88 -1.11 -0.67
C -0.52 0.28 0.48
H 2.00 -0.36 -2.78
H 1.02 2.62 -2.44
C -0.36 -1.92 1.55
O 1.51 -2.06 -1.19
C -1.39 0.85 1.45

---

Which of them is most stable? Easy: (1).

---

(1)
9
Properties=species:S:1:pos:R:3 method="wB97M-V/def2-TZVPD" smiles="NC[N+](=O)[O-]" molar_mass_g_mol=76.05
C 0.17 -0.66 0.02
H 0.07 -1.07 1.01
H -0.95 0.98 0.39
H -0.12 1.01 -1.07
N -0.96 -1.64 -0.95
O -1.72 -0.97 -1.60
H 1.10 -0.94 -0.47
N -0.13 0.68 -0.11
O -0.89 -2.83 -0.86

---

(2)
9
Properties=species:S:1:pos:R:3 method="wB97M-V/def2-TZVPD" molar_mass_g_mol=76.05
O -0.22 -2.62 -1.27
N 0.13 1.33 1.23
C 0.08 -1.47 -1.12
H 0.61 0.68 1.96
N 0.28 0.88 0.02
H -0.53 1.26 -0.53
O -0.43 -0.91 -0.04
H 0.80 -1.00 -1.85
H -0.74 1.86 1.60

---

(3)
9
Properties=species:S:1:pos:R:3 method="wB97M-V/def2-TZVPD" smiles="NC[N+](=O)[O-]" molar_mass_g_mol=76.05
H -0.48 0.44 -1.39
N -0.96 0.55 0.59
C 0.18 0.29 -0.40
H 0.87 1.14 -0.46
N 0.95 -1.00 -0.25
O -1.40 -0.34 1.25
O -1.37 1.67 0.54
H 1.78 -0.83 0.17
H 0.44 -1.91 -0.06

---

(4)
9
Properties=species:S:1:pos:R:3 method="wB97M-V/def2-TZVPD" smiles="[H]/N=[N+](/[O-])OC" molar_mass_g_mol=76.05
O -1.07 0.77 1.17
H 1.32 0.22 1.04
N -1.16 -0.03 0.34
O 0.03 -0.26 -0.50
H 1.31 1.44 -0.51
H -1.65 -1.48 -0.65
C 1.31 0.33 -0.15
N -2.09 -0.79 0.00
H 1.99 -0.22 -0.73

---

Which of them is most stable? Easy: (1).

---

(1)
9
Properties=species:S:1:pos:R:3 method="wB97M-V/def2-TZVPD" smiles=N#[N+][O-].CO molar_mass_g_mol=76.05
H -0.73 0.18 1.30
C -1.09 -0.22 0.39
N 2.06 0.22 0.00
H -0.59 -1.19 0.28
H -2.20 -0.45 0.14
O 2.11 -0.92 -0.10
H -0.93 0.29 -1.42
N 2.08 1.35 0.02
O -0.71 0.75 -0.62

---

(2)
9
Properties=species:S:1:pos:R:3 method="wB97M-V/def2-TZVPD" smiles="CN[N+](=O)[O-]" molar_mass_g_mol=76.05
H -1.23 -0.48 1.13
C -1.16 -0.22 0.10
O 2.25 0.87 -0.32
H -1.32 -1.10 -0.54
N 1.52 0.03 0.20
H -2.09 0.30 -0.20
O 1.90 -0.98 0.85
N 0.01 0.63 -0.12
H 0.12 0.94 -1.10

---

(3)
9
Properties=species:S:1:pos:R:3 method="wB97M-V/def2-TZVPD" molar_mass_g_mol=76.05
H 2.18 1.06 0.58
O 1.35 -0.68 0.21
C -0.94 0.24 0.14
H -2.82 -0.49 -0.12
H -1.55 -1.66 0.14
N 2.21 0.27 -0.06
O -0.82 1.41 0.09
H 2.22 0.55 -1.04
N -1.84 -0.70 0.06

---

Which of them is most stable? Easy: (1).

---

(1)
15
Properties=species:S:1:pos:R:3 method="wB97M-V/def2-TZVPD" smiles="C=CC1=NSCSC1" molar_mass_g_mol=145.25
C 0.77 -0.18 2.72
H 1.97 0.78 1.38
H -0.97 -2.02 -2.31
C -1.09 -0.90 -2.22
S -2.15 -0.62 -0.71
C 0.37 1.01 -0.85
N -1.06 -0.43 0.62
C 0.99 0.34 1.51
H -1.73 -0.57 -3.08
H -0.16 -0.63 3.03
H 1.35 1.52 -0.70
H 1.55 -0.26 3.55
C 0.03 0.29 0.40
H -0.42 1.75 -1.08
S 0.54 -0.08 -2.28

---

(2)
15
Properties=species:S:1:pos:R:3 method="wB97M-V/def2-TZVPD" smiles="NCC1=CC(=S)SC1" molar_mass_g_mol=145.25
H -1.19 -1.88 0.00
C 0.80 -0.47 -1.45
H -0.46 1.57 1.01
C 0.07 -0.15 -0.16
H -0.55 -0.45 2.51
N -1.17 -0.94 1.88
H 0.35 -2.00 0.88
H 0.14 -0.98 -2.16
H 1.69 -1.13 -1.25
H -1.95 -0.31 1.66
S 1.34 1.12 -2.14
S 0.74 3.69 -0.73
C -0.49 -1.28 0.65
C 0.02 1.16 0.13
C 0.66 2.06 -0.83

---

Which of them is most stable? Easy: (2).